No. 1
{"formula": "C6H14N2O", "method": "ωB97M-V with the def2-TZVPD basis set", "elements": ["H", "N", "C", "C", "N", "C", "C", "C", "C", "O", "H", "H", "H", "H", "H", "H", "H", "H", "H", "H", "H", "H", "H"], "xyz": [[-2.04, -0.86, -1.32], [-1.58, -1.69, -0.94], [-1.34, -1.66, 0.31], [-1.21, -0.53, 1.29], [-0.44, 0.52, 0.63], [-1.30, 1.46, -0.07], [0.93, 0.12, -0.39], [1.65, 1.46, -0.53], [1.77, -0.88, 0.40], [0.53, -0.33, -1.60], [-0.84, -2.55, 0.67], [-0.65, -0.88, 2.17], [-2.19, -0.16, 1.60], [-1.67, 1.08, -1.04], [-2.16, 1.71, 0.55], [-0.74, 2.38, -0.27], [1.13, 2.11, -1.22], [2.65, 1.27, -0.93], [1.75, 1.94, 0.45], [1.89, -0.55, 1.43], [1.35, -1.88, 0.38], [2.75, -0.93, -0.06], [-0.25, -1.15, -1.53]], "lowdin_charge": [0.060, 0.074, -0.186, -0.199, -0.125, -0.128, -0.556, -0.033, -0.024, -0.062, 0.101, 0.110, 0.116, 0.074, 0.082, 0.072, 0.075, 0.086, 0.091, 0.087, 0.071, 0.087, 0.127], "gap_ev": 8.97, "smiles": "[H]/N=C\\CN(C)C(C)(C)O", "e_tot_ev": -11474.397}

No. 2
{"formula": "C5H6ClNO2", "method": "ωB97M-V with the def2-TZVPD basis set", "elements": ["C", "C", "N", "C", "O", "Cl", "H", "H", "H", "H", "C", "C", "O", "H", "H"], "xyz": [[3.04, -0.88, -0.43], [1.88, -0.28, -0.52], [1.42, 0.70, 0.38], [0.79, 1.72, 0.09], [0.47, 2.60, 1.02], [0.07, 2.15, -1.45], [3.75, -0.57, 0.24], [3.15, -1.78, -1.07], [1.12, -0.62, -1.22], [1.06, 2.53, 1.78], [-3.61, -1.51, 0.37], [-2.93, -0.53, -0.09], [-2.37, 0.49, -0.30], [-4.04, -2.32, -0.19], [-3.82, -1.71, 1.38]], "lowdin_charge": [0.014, -0.259, 0.060, -0.857, 0.019, 0.714, 0.024, 0.076, 0.099, 0.125, 0.007, -0.253, 0.121, 0.060, 0.051], "gap_ev": 9.84, "smiles": "C=C/N=C(/O)Cl.C=C=O", "e_tot_ev": -23387.281}

No. 3
{"formula": "C4H12N3", "method": "ωB97M-V with the def2-TZVPD basis set", "elements": ["C", "C", "C", "C", "N", "N", "N", "H", "H", "H", "H", "H", "H", "H", "H", "H", "H", "H", "H"], "xyz": [[0.76, 0.62, -0.68], [2.63, -0.32, 0.87], [-2.14, -1.16, -0.61], [-1.74, 0.52, 1.08], [1.28, 0.22, 0.44], [-1.76, 0.27, -0.22], [1.29, 0.85, -1.90], [3.28, 0.20, 0.22], [2.88, -0.10, 1.88], [2.55, -1.35, 0.82], [-1.69, -1.78, 0.17], [-3.22, -1.19, -0.33], [-1.98, -1.31, -1.69], [-0.91, 1.27, 1.33], [-2.72, 1.02, 1.34], [-1.80, -0.35, 1.86], [0.54, 0.25, 1.19], [2.34, 0.88, -2.05], [0.60, 1.02, -2.60]], "lowdin_charge": [-0.074, 0.037, -0.062, -0.265, 0.000, -0.064, 0.159, 0.081, 0.089, 0.076, 0.075, 0.104, 0.088, 0.109, 0.134, 0.125, 0.118, 0.165, 0.106], "total_charge": 1, "gap_ev": [7.51, 9.20], "e_tot_ev": -8801.567}